Below is the molecule C5H7ClO in a non-equilibrium geometry, with properties calculated with the ωB97M-V functional and the def2-TZVPD basis.

## Properties
Relative energy (zero: lowest compared OMol25 entry of this formula, charge and spin) (eV): 1.188
Orbital gap (eV): 10.590
Largest force on an atom (eV/Å): 3.61
Structure (SMILES): O=CC/C=C\CCl
E (eV): -19866.7645

Geometry as XYZ:
```
14
Properties=species:S:1:pos:R:3:forces:R:3:lowdin_charge:R:1
O 1.28309 2.22845 0.23549 -0.50 2.58 0.42 0.07
C 1.45575 1.07606 0.10480 1.40 -2.04 -1.33 -0.35
C 1.10262 0.02178 1.10869 -0.05 -1.80 -3.13 -0.13
C 0.29915 -1.07809 0.27531 1.58 0.61 2.31 -0.10
C -0.78652 -1.03196 -0.45735 -1.33 1.55 -1.66 -0.16
C -1.65667 0.20466 -0.89452 -0.60 -3.11 0.60 -0.60
Cl -1.94293 1.21110 0.46663 -0.40 1.28 1.25 0.63
H 1.93186 0.70487 -0.87942 -0.47 0.03 0.98 0.14
H 0.57844 0.43899 1.88235 -1.68 1.09 1.80 0.07
H 1.99991 -0.40339 1.55882 0.10 -0.28 -0.41 0.12
H 0.75151 -2.03648 0.43793 0.00 -0.56 -0.22 0.09
H -1.13857 -1.93135 -0.94210 0.13 -0.29 0.12 0.09
H -2.66620 -0.17605 -1.23137 1.24 0.39 0.17 0.08
H -1.21145 0.77140 -1.66525 0.58 0.55 -0.90 0.05
```
Forces are in eV/Å.



Below is C33H26BCl3F5N4O2PRuS3Si as an isolated structure in a non-equilibrium geometry, with properties calculated with the ωB97M-V functional and the def2-TZVPD basis.

## Properties
Total charge: -1
Relative energy (zero: lowest compared OMol25 entry of this formula, charge and spin) (eV): 35.663
Orbital gap (alpha / beta) (eV): 5.344 / 5.543
Largest force on an atom (eV/Å): 18.32
Multiplicity: 2
E (eV): -148759.8511
⟨S²⟩: 0.7716

Geometry as XYZ:
```
80
Properties=species:S:1:pos:R:3:forces:R:3:lowdin_spin:R:1
Ru 0.01240 0.63156 -0.09561 0.25 0.73 -2.06 0.91
F 7.05017 0.45909 -0.72896 -0.01 0.10 -0.04 0.00
C 5.81138 0.58691 -0.23996 -0.09 -0.06 0.08 0.00
C 4.71315 0.51031 -1.07588 -0.05 0.04 -0.14 0.00
F 4.89239 0.34387 -2.39361 0.01 0.02 0.01 0.00
C 3.43995 0.58165 -0.55190 -0.26 0.10 0.48 0.00
F 2.41483 0.53081 -1.41719 0.44 -0.08 -0.16 0.02
C 3.20218 0.69794 0.82364 0.37 -0.41 -0.19 0.00
S 1.63710 0.41718 1.59839 1.25 -2.32 -0.29 -0.01
C 4.33165 0.79329 1.63486 -0.34 -0.04 -0.18 0.00
F 4.19314 0.87089 2.95678 0.11 -0.01 0.07 0.00
C 5.61275 0.75325 1.11593 0.20 -0.03 0.03 0.00
F 6.67833 0.82325 1.92531 -0.03 -0.01 0.05 0.00
O -0.07344 2.56878 -3.14637 0.30 -0.39 -0.91 0.00
C -0.38343 1.46770 -2.73168 -0.80 0.41 0.81 0.01
O -1.09459 1.29919 -1.64497 0.04 -0.26 -0.76 0.04
C -0.07756 0.23112 -3.53611 0.37 -0.54 -0.07 0.00
C 0.05847 0.38786 -4.91461 -0.06 0.16 0.10 0.00
C 0.25867 -0.69599 -5.74656 -0.03 -0.12 -0.03 0.00
C 0.31280 -1.97838 -5.21551 0.05 -0.02 -0.07 0.00
C 0.20399 -2.15223 -3.84959 0.05 0.19 0.19 0.00
C 0.05311 -1.05662 -2.99391 -0.31 -0.08 -0.29 0.01
P 0.02076 -1.40234 -1.20971 0.15 0.61 1.35 0.01
C 1.52760 -2.35287 -0.84940 -0.10 -0.05 -0.13 0.00
C 2.62293 -2.35744 -1.71173 -0.10 -0.26 0.06 0.00
C 3.85098 -2.82978 -1.27150 0.04 0.06 0.01 0.00
C 4.00083 -3.27284 0.03396 0.02 -0.02 -0.02 0.00
C 2.91645 -3.25684 0.90051 -0.05 -0.02 0.10 0.00
C 1.68849 -2.78449 0.46972 -0.03 -0.14 -0.26 0.00
C -1.46810 -2.41124 -0.96889 -0.02 -0.24 -0.57 0.00
C -1.52663 -3.79249 -1.14416 -0.04 0.19 0.17 0.00
C -2.75226 -4.43888 -1.07464 0.00 -0.17 0.04 0.00
C -3.91441 -3.71632 -0.84505 0.00 0.08 0.01 0.00
C -3.85887 -2.33738 -0.67907 -0.03 -0.08 -0.03 0.00
C -2.64082 -1.68247 -0.74836 0.18 -0.02 0.07 0.00
H -0.00349 1.39310 -5.30877 0.00 0.01 0.00 0.00
H 0.36007 -0.54958 -6.81383 0.00 0.03 -0.02 0.00
H 0.46331 -2.83376 -5.86119 -0.04 -0.02 -0.02 0.00
H 0.25631 -3.14257 -3.41270 0.05 -0.06 -0.10 0.00
H 2.52145 -1.97616 -2.71841 0.04 0.01 -0.01 0.00
H 4.69952 -2.82238 -1.94383 0.01 0.01 -0.01 0.00
H 4.96761 -3.61255 0.38203 0.01 -0.03 0.01 0.00
H 3.03534 -3.58508 1.92481 0.01 0.01 0.02 0.00
H 0.84596 -2.72177 1.14918 0.07 0.00 0.08 0.00
H -0.61409 -4.35132 -1.31618 -0.01 -0.04 -0.02 0.00
H -2.80629 -5.51271 -1.20341 0.02 -0.02 0.00 0.00
H -4.86718 -4.22787 -0.79926 -0.01 -0.02 0.01 0.00
H -4.76525 -1.77506 -0.49533 0.00 0.05 -0.01 0.00
H -2.57077 -0.60450 -0.61176 -0.11 -0.02 -0.03 0.00
C -0.57225 4.60306 -1.08270 -0.94 1.68 -0.50 0.00
N -0.51300 4.03779 0.18195 2.15 3.07 -17.93 0.00
C -0.20433 4.73170 1.99160 6.35 14.48 6.48 0.00
C -1.42949 3.41428 2.65000 -7.47 -2.37 16.11 0.00
N -1.88534 3.25372 3.70911 -0.03 0.72 -0.13 0.00
B -3.14856 2.85612 4.37564 -0.47 -0.70 0.39 0.00
N -3.32134 1.33309 3.82535 1.24 -0.79 -0.57 0.00
C -4.46178 0.58322 3.87708 0.00 0.23 0.15 0.00
C -4.20857 -0.65228 3.38922 -0.25 -0.30 0.01 0.00
N -2.89100 -0.67690 3.01280 -0.04 0.43 0.11 0.00
C -2.15392 -1.82002 2.51786 0.16 -0.12 -0.01 0.00
C -2.35570 0.53811 3.25785 -0.30 1.24 0.01 0.00
S -0.63642 0.77030 2.84578 -2.14 -2.27 1.90 0.01
C -2.03055 3.06755 0.90455 -10.25 -3.53 -4.04 0.00
S -3.27772 2.33470 0.43121 -4.37 -2.28 -1.63 0.00
H 0.11897 5.45175 -1.15864 0.05 0.03 0.15 0.00
H -1.59427 5.00371 -1.15959 0.10 0.17 -0.35 0.00
H -0.40473 3.94524 -1.92944 0.21 -0.34 0.47 0.00
H 0.46112 5.45421 1.47445 -0.35 -0.53 -0.17 0.00
H -0.25469 5.14832 2.99415 -0.47 -0.86 0.50 0.00
H -4.07405 3.52592 3.98555 -0.12 -0.15 0.03 0.00
H -3.01085 2.85230 5.57042 -0.21 -0.19 0.14 0.00
H -5.37413 1.00141 4.26144 -0.04 -0.01 0.00 0.00
H -4.84834 -1.50719 3.26617 0.00 -0.03 0.01 0.00
H -2.85186 -2.59114 2.19986 -0.04 0.05 0.00 0.00
H -1.50083 -2.20257 3.30338 -0.03 -0.05 0.00 0.00
H -1.52744 -1.51272 1.68218 -0.07 -0.02 -0.01 0.00
Cl 1.60265 3.04910 3.05037 0.85 -0.07 1.44 0.00
Si 0.29212 2.22695 1.55029 8.54 -4.61 1.70 0.00
Cl -0.86778 3.63585 1.37457 4.89 0.61 -0.31 0.00
Cl 1.68716 3.03059 0.00202 1.53 -0.72 -1.25 0.00
```
Forces are in eV/Å.



Below is C46H64CdN6O6 as an isolated structure, with properties calculated with the ωB97M-V functional and the def2-TZVPD basis.

## Properties
Total charge: -2
Orbital gap (eV): 6.270
Largest force on an atom (eV/Å): 0.78
E (eV): -74534.6897

Geometry as XYZ:
```
123
Properties=species:S:1:pos:R:3:forces:R:3:lowdin_charge:R:1
Cd -0.24899 -1.49448 -0.11364 -0.14 -0.05 0.32 1.49
C -0.15113 -3.51179 2.93004 -0.08 0.12 -0.17 -0.10
N -0.99719 -2.38567 2.55183 -0.01 0.03 0.00 -0.29
C -2.39401 -2.79377 2.47854 0.23 0.11 -0.18 -0.10
C -0.80622 -1.29341 3.48995 0.01 0.11 -0.17 -0.20
C -1.52509 0.00585 3.11642 0.06 -0.12 -0.02 -0.18
N -1.34971 0.42745 1.72914 0.16 0.00 -0.05 -0.16
C -0.31685 1.46251 1.57357 0.06 -0.09 0.08 -0.14
C 0.98835 1.20532 2.28836 -0.04 -0.01 -0.08 -0.15
C 1.36857 2.07938 3.29543 -0.03 -0.02 0.05 -0.01
C 2.56928 1.94605 3.98310 0.07 -0.01 -0.07 -0.19
C 3.37705 0.87963 3.59677 -0.03 0.01 0.05 -0.02
C 3.06418 -0.03086 2.59226 0.04 -0.01 -0.05 -0.08
C 1.82722 0.12301 1.88850 -0.11 0.09 0.33 -0.35
O 1.47496 -0.66830 0.92796 0.19 0.04 -0.12 -0.22
C 4.11424 -1.12976 2.31446 -0.05 -0.03 -0.07 -0.53
C 4.32771 -1.95666 3.59388 0.02 -0.01 0.02 -0.06
C 5.44528 -0.46433 1.91835 0.01 0.02 0.05 -0.06
C 3.77029 -2.11840 1.19107 -0.04 0.06 0.03 -0.06
C 3.04628 2.93052 5.05085 0.02 0.00 0.00 -0.56
C 3.43469 2.18613 6.33723 -0.03 -0.02 -0.01 -0.06
C 1.96665 3.95365 5.41034 0.00 -0.03 -0.02 -0.08
C 4.27370 3.69513 4.52807 0.00 0.00 0.01 -0.06
C -2.62410 0.91302 1.18916 -0.01 -0.02 -0.05 -0.16
C -2.67842 1.24517 -0.27694 -0.04 0.07 0.12 -0.15
C -2.98056 2.52893 -0.69901 0.06 -0.04 0.00 -0.02
C -3.20375 2.82483 -2.04100 -0.03 -0.07 0.01 -0.20
C -3.14548 1.75143 -2.93268 0.07 0.06 -0.06 0.01
C -2.86327 0.44174 -2.55893 -0.02 -0.04 -0.10 -0.09
C -2.57447 0.17173 -1.19298 0.06 -0.09 0.06 -0.35
O -2.26510 -1.01677 -0.74391 -0.25 0.13 -0.29 -0.21
C -2.88123 -0.69665 -3.58800 0.07 -0.10 0.11 -0.52
C -3.93009 -1.74194 -3.16630 -0.01 0.03 0.07 -0.05
C -3.24508 -0.20856 -4.99098 -0.02 0.02 -0.03 -0.08
C -1.50771 -1.38078 -3.67783 0.01 0.08 -0.05 -0.04
C -3.63058 4.23242 -2.45931 0.01 0.05 0.00 -0.56
C -2.62034 5.27842 -1.96622 0.03 -0.01 -0.01 -0.06
C -5.00562 4.54615 -1.84580 -0.02 -0.02 0.02 -0.06
C -3.74674 4.38082 -3.97792 0.04 -0.02 -0.01 -0.08
H -0.46371 -3.94226 3.89824 0.00 -0.01 0.04 0.08
H -0.19062 -4.27908 2.15767 0.01 0.03 -0.05 0.07
H 0.88157 -3.16959 3.02235 -0.01 -0.02 -0.05 0.07
H -2.78877 -3.05840 3.47697 -0.01 -0.02 0.02 0.08
H -3.00136 -1.99386 2.05148 0.05 -0.04 0.01 0.07
H -2.47158 -3.65256 1.81530 0.00 -0.03 -0.05 0.08
H -1.16041 -1.59844 4.49197 0.00 0.06 0.15 0.12
H 0.26122 -1.09540 3.56698 0.10 -0.03 -0.02 0.10
H -2.59157 -0.10774 3.31759 -0.07 -0.02 -0.06 0.10
H -1.16067 0.78348 3.80068 -0.05 0.03 0.09 0.12
H -0.14828 1.57769 0.50410 0.01 0.01 -0.07 0.10
H -0.71009 2.42452 1.94858 -0.04 0.06 -0.01 0.12
H 0.68900 2.89147 3.53584 0.00 -0.04 -0.02 0.10
H 4.32310 0.75023 4.11512 -0.01 0.00 -0.04 0.09
H 4.64590 -1.33862 4.43844 -0.03 -0.04 -0.04 0.07
H 3.40055 -2.46563 3.87338 0.05 0.04 0.00 0.08
H 5.09584 -2.71854 3.42110 -0.04 0.02 0.01 0.08
H 5.82765 0.19568 2.70255 -0.02 -0.02 -0.05 0.07
H 6.20219 -1.23158 1.72199 -0.04 0.05 -0.01 0.08
H 5.31471 0.12784 1.00840 0.02 -0.04 0.04 0.09
H 2.85699 -2.67743 1.38673 0.00 0.01 0.00 0.08
H 3.63491 -1.61005 0.23922 0.00 -0.04 -0.03 0.06
H 4.59633 -2.83233 1.09247 -0.02 0.04 0.02 0.08
H 2.57616 1.63283 6.72731 0.05 0.02 0.00 0.09
H 4.24070 1.47178 6.15746 -0.04 0.02 0.02 0.07
H 3.77306 2.89261 7.10405 -0.01 -0.03 -0.03 0.07
H 1.05573 3.45865 5.75728 0.03 0.04 -0.01 0.08
H 2.32953 4.60554 6.21053 -0.01 0.00 -0.02 0.08
H 1.71242 4.58034 4.55216 -0.02 -0.02 0.04 0.08
H 5.08525 3.00573 4.28246 -0.03 0.04 0.02 0.08
H 4.01579 4.24225 3.61761 0.02 -0.01 0.04 0.09
H 4.63920 4.41003 5.27605 -0.02 -0.04 -0.04 0.07
H -3.36029 0.12431 1.36099 0.01 -0.05 0.04 0.11
H -2.94930 1.80290 1.75983 -0.01 0.05 0.04 0.12
H -3.05970 3.30741 0.05740 -0.02 -0.01 0.00 0.10
H -3.31552 1.95252 -3.98304 -0.02 -0.04 0.09 0.08
H -4.92787 -1.29000 -3.11908 0.04 -0.02 -0.02 0.08
H -3.95211 -2.56697 -3.88731 0.01 0.05 0.02 0.07
H -3.67846 -2.14307 -2.18422 -0.02 0.02 -0.03 0.07
H -4.20115 0.32461 -5.00740 0.02 -0.04 -0.01 0.08
H -2.46871 0.44809 -5.39669 -0.07 0.00 0.00 0.08
H -3.33348 -1.07436 -5.65270 0.04 0.02 0.00 0.08
H -1.21538 -1.79143 -2.71742 0.01 -0.07 0.00 0.05
H -1.53732 -2.20559 -4.39906 -0.01 0.06 0.02 0.09
H -0.73843 -0.66728 -3.98671 -0.04 -0.03 0.02 0.08
H -2.45931 5.20519 -0.88878 -0.01 0.01 -0.05 0.07
H -1.65576 5.13539 -2.46079 -0.02 0.00 0.04 0.07
H -2.97361 6.29110 -2.19158 0.01 -0.02 0.01 0.07
H -4.95596 4.53065 -0.75426 -0.01 0.00 -0.05 0.07
H -5.36430 5.53375 -2.16222 0.03 -0.04 0.02 0.07
H -5.73468 3.79281 -2.15623 0.02 0.05 0.01 0.09
H -2.78081 4.20900 -4.46227 -0.08 -0.02 0.00 0.09
H -4.47117 3.67897 -4.39866 0.02 0.06 0.02 0.08
H -4.07750 5.39477 -4.22326 0.03 -0.01 0.00 0.08
O 1.25426 -2.12771 -1.81341 -0.50 -0.21 0.25 -0.19
N 2.26692 -1.41954 -1.98959 0.24 0.00 -0.21 -0.06
C 3.03371 -1.76726 -3.01571 0.65 0.16 -0.41 -0.32
C 2.78894 -2.86615 -3.90671 -0.12 0.14 0.22 -0.19
N 2.63156 -3.73710 -4.64511 0.09 0.07 -0.02 0.15
C 4.19803 -0.96838 -3.26315 -0.24 -0.11 0.07 -0.23
N 5.13531 -0.33496 -3.49257 -0.01 0.01 0.03 0.09
C 0.96936 2.86474 -2.64607 -0.01 0.00 -0.02 0.01
C 1.10244 1.62533 -1.79126 0.08 -0.12 0.08 -0.58
N 2.18028 1.54752 -0.97683 -0.13 -0.17 -0.03 0.19
O 0.23346 0.76733 -1.79431 -0.07 0.08 0.02 0.00
H 1.88086 3.46425 -2.67364 -0.05 -0.01 0.00 0.07
H 0.14870 3.45711 -2.23526 0.03 0.00 -0.01 0.07
H 0.68580 2.56627 -3.65475 0.02 -0.01 0.02 0.08
H 2.99768 2.10187 -1.14533 0.02 0.09 -0.04 0.10
H 2.28628 0.65096 -0.50610 0.02 -0.01 0.03 0.07
O 0.88959 -5.15275 -0.38293 -0.11 0.02 0.09 0.00
C -0.08876 -4.58366 -0.87040 0.23 0.26 -0.08 -0.66
O -0.78570 -3.64762 -0.34439 -0.02 -0.22 0.15 -0.17
C -0.54695 -5.00616 -2.25622 -0.13 -0.08 0.02 -0.14
C 0.37152 -5.47491 -3.18745 0.01 -0.10 0.04 -0.05
C -0.04951 -5.86712 -4.45100 -0.10 -0.02 0.00 -0.11
C -1.39805 -5.80801 -4.78655 0.04 0.01 0.07 -0.12
C -2.31984 -5.33310 -3.86013 0.06 0.00 0.03 -0.11
C -1.89143 -4.92324 -2.60364 -0.03 0.03 -0.06 -0.04
H 1.41885 -5.50581 -2.91149 -0.10 -0.03 -0.02 0.10
H 0.67151 -6.21533 -5.18112 0.04 0.07 0.03 0.09
H -1.72835 -6.11876 -5.77206 0.01 0.01 0.00 0.08
H -3.36841 -5.26433 -4.12668 -0.02 0.00 0.02 0.09
H -2.58479 -4.51256 -1.87852 0.02 0.00 -0.04 0.11
```
Forces are in eV/Å.



Below is a 2-piece molecular cluster, C4H6Cl3NSi overall in a non-equilibrium geometry, with properties calculated with the ωB97M-V functional and the def2-TZVPD basis.

## Properties
Relative energy (zero: lowest compared OMol25 entry of this formula, charge and spin) (eV): 2.279
Orbital gap (eV): 8.671
Largest force on an atom (eV/Å): 4.75
E (eV): -51182.4503

Geometry as XYZ:
```
15
Properties=species:S:1:pos:R:3:forces:R:3:lowdin_charge:R:1
C 0.61983 -2.00107 -0.53911 0.46 -2.39 -0.52 -0.32
C -0.04123 0.10445 -1.76477 -0.88 -2.59 2.49 -0.04
C 0.04904 -0.01125 0.77388 -0.34 4.09 -2.40 -0.13
C 0.60371 -0.56134 -0.51018 1.98 0.08 0.80 -0.47
N 0.75611 -3.16492 -0.60201 -0.45 2.33 0.21 0.15
Si 3.06411 -0.41023 0.07403 -2.57 -0.62 -2.47 -0.56
Cl 3.85542 -0.90372 -1.76321 0.11 0.38 0.22 0.26
Cl 3.56447 1.46658 0.63726 0.02 -0.13 0.22 0.32
Cl 3.61238 -1.95434 1.23771 -0.08 0.21 0.57 0.34
H 0.23807 1.09547 -1.76315 0.40 2.28 -0.36 0.05
H 0.29760 -0.44572 -2.59239 0.23 -0.30 -1.47 0.06
H -1.17015 -0.01558 -1.62184 1.47 0.24 -0.36 0.12
H 0.15660 -0.63116 1.55292 0.80 -2.25 3.00 0.03
H 0.59944 1.01756 0.98932 -1.71 -1.90 -0.25 0.10
H -1.05091 0.07895 0.62196 0.58 0.57 0.33 0.09
```
Forces are in eV/Å.



Below is a 2-piece molecular cluster, C2H3N2O2 overall in a non-equilibrium geometry, with properties calculated with the ωB97M-V functional and the def2-TZVPD basis.

## Properties
Total charge: +1
Relative energy (zero: lowest compared OMol25 entry of this formula, charge and spin) (eV): 0.342
Orbital gap (eV): 12.482
Largest force on an atom (eV/Å): 4.26
E (eV): -9189.9821

Geometry as XYZ:
```
9
Properties=species:S:1:pos:R:3:forces:R:3:lowdin_charge:R:1
C -1.42114 0.21649 0.10907 -0.06 0.38 1.55 -0.15
C 2.57146 -0.09598 0.14762 0.34 0.81 -0.75 -0.40
N -1.48405 0.86699 1.04125 -0.57 -1.96 -2.32 0.42
N -1.29561 -0.72564 -0.71570 4.10 -1.13 -0.17 0.26
O 3.66896 0.13016 -0.02925 1.83 -0.14 0.21 0.29
O 1.42676 -0.19761 0.20688 -2.16 -0.68 0.47 0.18
H -1.30953 1.49036 1.71400 0.46 3.00 2.98 0.11
H -0.28798 -0.89347 -1.00814 -1.25 0.04 0.81 0.18
H -1.86887 -0.79129 -1.46573 -2.69 -0.32 -2.77 0.11
```
Forces are in eV/Å.



Below is the molecule C2H3N3O2 in a non-equilibrium geometry, with properties calculated with the ωB97M-V functional and the def2-TZVPD basis.

## Properties
Relative energy (zero: lowest compared OMol25 entry of this formula, charge and spin) (eV): 6.312
Orbital gap (eV): 9.502
Largest force on an atom (eV/Å): 6.67
Structure (SMILES): Oc1cnnn1O
E (eV): -10682.1451

Geometry as XYZ:
```
10
Properties=species:S:1:pos:R:3:forces:R:3:lowdin_charge:R:1
O 0.97714 1.73836 -0.24903 3.26 -2.00 3.78 0.00
C 0.45253 0.45716 -0.07915 1.77 0.53 0.91 -0.31
C 1.06382 -0.81042 0.11240 3.16 0.82 -0.41 -0.14
N 0.15732 -1.69335 -0.11854 -3.23 -2.86 0.42 -0.02
N -1.05721 -1.14502 -0.20604 1.07 -1.90 -0.03 0.00
N -0.83705 0.10863 -0.12870 -2.48 4.54 0.45 -0.14
O -2.10302 0.95581 0.13403 1.12 -5.91 -2.87 -0.01
H 1.92264 1.66090 0.41660 -4.20 0.69 -3.09 0.25
H 2.10598 -1.31605 0.36754 -2.01 2.16 -0.85 0.15
H -2.68215 0.04400 -0.24911 1.54 3.93 1.69 0.21
```
Forces are in eV/Å.